[1]
ORCA calculation (the ωB97M-V functional and the def2-TZVPD basis) on 7 unconnected molecules or ions with the total composition C49H48BF7N2O3S at a distorted geometry.

Each line ends with the Mulliken charge.
Atoms and positions in Å:
C: 5.14924 -3.38303 -3.31618  -0.5225
C: 4.44379 -4.67840 -3.95750  -0.1953
O: 4.72542 -4.88168 -5.37317  -0.5934
B: 4.10920 -3.88238 -6.20402  0.6996
O: 4.66242 -3.69069 -7.52526  -0.5694
C: 2.85970 -2.92919 -5.75000  0.3263
C: 1.45215 -3.67754 -5.58892  -1.0426
C: 0.21223 -2.88683 -5.12092  0.5475
C: -1.22895 -3.59003 -4.89244  -0.5909
C: -2.35691 -2.74716 -5.67101  -0.4901
C: -3.65271 -2.40238 -4.75595  -0.5125
O: -3.30458 -1.47660 -3.68690  -0.4501
C: 0.42752 -1.34042 -4.83869  -0.0066
N: -0.57581 -0.41464 -4.40062  -0.1739
S: 0.06019 1.15540 -4.15676  0.1343
N: 1.65110 0.77643 -4.63620  -0.5524
C: 1.81594 -0.59889 -5.00559  0.5549
C: 3.06971 -1.41259 -5.47532  -0.1630
C: 4.49544 -0.70205 -5.62176  -0.3310
C: 4.30441 0.79229 -6.25584  -0.3226
F: 5.43860 1.17210 -7.05241  -0.3481
H: 6.19251 -3.16703 -3.73327  0.2503
H: 4.53335 -2.42238 -3.38600  -0.0364
H: 5.26650 -3.61211 -2.18590  0.2805
H: 4.90138 -5.59192 -3.40958  0.3175
H: 3.32859 -4.68836 -3.69482  0.1782
H: 5.64689 -3.66910 -7.45503  0.3157
H: 1.40230 -4.80222 -5.81661  0.2696
H: -1.43018 -3.72439 -3.76729  0.3309
H: -1.21559 -4.65597 -5.34753  0.2933
H: -2.72080 -3.39603 -6.55110  0.3949
H: -1.98131 -1.74985 -6.08021  0.2524
H: -4.38175 -1.83888 -5.45932  0.2460
H: -4.14963 -3.32616 -4.30365  0.3174
H: -3.16796 -0.57311 -4.06188  0.2295
H: 5.22027 -1.23973 -6.32610  0.1450
H: 5.02536 -0.64680 -4.59479  0.2849
H: 3.31727 0.73327 -6.85887  0.2601
H: 4.12837 1.48532 -5.34619  0.2616
F: -4.28902 1.80040 -5.88473  -0.3280
C: -4.75151 2.47595 -4.82003  0.1527
C: -6.11446 2.69443 -4.69130  -0.4230
C: -6.59350 3.38974 -3.58554  -0.4320
C: -5.70305 3.86781 -2.62678  -0.3360
C: -4.33624 3.64682 -2.76899  -0.5023
C: -3.85776 2.94204 -3.86900  -0.0916
H: -6.79121 2.32201 -5.45160  0.4147
H: -7.65859 3.55962 -3.47086  0.3695
H: -6.07726 4.41382 -1.76688  0.3790
H: -3.64361 4.02333 -2.02344  0.3711
H: -2.79720 2.75312 -3.99152  0.4305
F: -8.10478 3.02650 -0.83915  -0.2741
C: -8.56620 3.70184 0.22505  0.3161
C: -9.92897 3.92111 0.35398  -0.4281
C: -10.40741 4.61684 1.45971  -0.3785
C: -9.51649 5.09459 2.41828  -0.4638
C: -8.14963 4.87273 2.27579  -0.4106
C: -7.67151 4.16755 1.17596  -0.2577
H: -10.60610 3.54901 -0.40618  0.4055
H: -11.47260 4.78734 1.57440  0.3512
H: -9.89030 5.64111 3.27842  0.3588
H: -7.45678 5.24898 3.02113  0.3509
H: -6.61141 3.97787 1.05343  0.4347
F: 3.31605 -4.56277 0.38056  -0.3706
C: 3.50605 -3.26174 0.65268  0.3608
C: 2.59707 -2.32702 0.18014  -0.4630
C: 2.79105 -0.97935 0.46608  -0.5552
C: 3.89761 -0.58012 1.21225  -0.5521
C: 4.80679 -1.52653 1.67749  -0.4556
C: 4.60739 -2.87562 1.40116  -0.4940
H: 1.74630 -2.65543 -0.40598  0.5121
H: 2.08151 -0.24085 0.10748  0.4538
H: 4.05055 0.47235 1.43124  0.4489
H: 5.66963 -1.21396 2.25445  0.6597
H: 5.30015 -3.62667 1.76280  0.4577
F: 2.82616 3.62922 2.65914  -0.3563
C: 2.23696 2.78348 3.51873  0.1663
C: 2.45717 2.93239 4.87955  -0.2127
C: 1.84236 2.05866 5.77114  -0.9172
C: 1.02311 1.03950 5.29066  -0.2832
C: 0.81322 0.89641 3.92161  -0.6680
C: 1.41888 1.77661 3.03034  -0.2810
H: 3.10460 3.72619 5.23401  0.4372
H: 2.00158 2.17074 6.83864  0.4953
H: 0.54911 0.35741 5.98393  0.6427
H: 0.17798 0.09939 3.54885  0.4691
H: 1.25966 1.68558 1.96206  0.5314
F: -0.59475 0.95384 7.56572  -0.2730
C: -1.72469 0.22932 7.51039  0.2545
C: -2.47021 0.21996 6.34157  -0.0466
C: -3.63781 -0.53441 6.28214  -0.4665
C: -4.05177 -1.26189 7.39568  -0.4656
C: -3.29748 -1.24085 8.56567  -0.3988
C: -2.12418 -0.49563 8.62218  -0.5222
H: -2.13648 0.79904 5.48806  0.4409
H: -4.22481 -0.55506 5.37007  0.3628
H: -4.96512 -1.84663 7.34988  0.3628
H: -3.62347 -1.80476 9.43333  0.3554
H: -1.51998 -0.47475 9.52169  0.4029
F: 7.06861 -1.06389 4.01022  -0.2968
C: 6.60441 -0.39216 5.07708  0.3892
C: 5.24129 -0.17458 5.20199  -0.2877
C: 4.75807 0.51641 6.30778  -0.2183
C: 5.64497 0.99174 7.27148  -0.7087
C: 7.01298 0.77147 7.13324  -0.3800
C: 7.49567 0.07057 6.03252  -0.5064
H: 4.56680 -0.54456 4.43791  0.4266
H: 3.69240 0.68506 6.41829  0.3871
H: 5.26740 1.53508 8.13226  0.3851
H: 7.70288 1.14569 7.88241  0.3634
H: 8.55625 -0.11776 5.91288  0.4153

Atomic forces in eV per Å
C -0.173 -0.184 0.745
C 0.845 -0.552 1.852
O -1.780 2.704 -0.309
B 1.337 -0.322 -0.819
O 0.122 0.135 2.504
C -1.840 2.689 1.024
C -1.340 4.334 1.376
C 3.006 -0.876 -0.621
C 0.933 0.386 -0.675
C -1.111 -0.506 0.472
C 0.462 1.098 -1.227
O -0.399 -0.271 -0.777
C -0.063 1.735 0.382
N 2.654 -1.284 -0.749
S 2.433 -5.035 -1.934
N 0.156 -2.811 -0.619
C -2.334 0.291 0.868
C -1.544 -2.746 -0.258
C -0.021 0.519 -0.244
C -1.029 -1.139 1.305
F -1.769 -0.553 1.264
H -1.457 -0.546 0.432
H 0.726 -1.498 -0.069
H -0.140 0.437 -1.805
H -0.752 1.430 -1.084
H 1.479 0.154 -0.692
H -1.066 -0.529 -0.250
H -0.036 1.990 0.436
H 0.230 0.576 -1.685
H 0.292 1.791 0.788
H 0.527 1.111 1.211
H -0.338 -1.507 0.596
H 0.832 -1.262 1.056
H 0.799 1.344 -0.551
H -0.014 -1.312 0.237
H -1.340 0.376 0.935
H -0.954 0.027 -1.603
H 2.010 0.509 0.486
H 0.618 -0.651 -1.925
F 0.090 -0.138 -0.136
C -0.298 0.433 0.679
C -0.081 -0.060 -0.116
C 0.355 0.008 0.013
C 0.014 0.045 0.008
C -0.290 -0.065 -0.146
C 0.161 -0.085 -0.073
H 0.074 -0.004 0.030
H 0.125 -0.043 -0.025
H 0.043 -0.076 -0.117
H -0.048 -0.065 -0.096
H -0.062 0.022 -0.049
F 0.002 -0.088 -0.094
C -0.301 0.402 0.665
C -0.088 -0.070 -0.134
C 0.357 0.007 0.051
C -0.046 0.016 0.023
C -0.267 -0.067 -0.156
C 0.166 -0.035 -0.072
H 0.073 -0.008 0.032
H 0.114 -0.028 -0.051
H 0.050 -0.065 -0.101
H -0.053 -0.068 -0.096
H -0.064 -0.013 -0.029
F -0.024 -0.168 -0.057
C 0.128 0.833 0.183
C -0.150 -0.109 -0.112
C 0.284 -0.145 0.165
C -0.044 0.047 -0.011
C -0.242 0.036 -0.186
C 0.059 -0.169 0.009
H 0.049 -0.020 0.040
H 0.056 -0.108 -0.011
H -0.010 -0.110 -0.011
H -0.112 -0.097 -0.104
H -0.048 0.019 -0.041
F 0.072 0.090 -0.107
C -0.346 -0.508 0.529
C 0.076 0.158 0.045
C -0.254 -0.020 -0.426
C 0.093 -0.140 -0.131
C 0.215 0.230 0.174
C -0.001 0.024 -0.188
H -0.027 -0.033 -0.066
H -0.039 0.036 -0.107
H 0.217 0.070 -0.257
H 0.080 0.082 0.004
H 0.045 0.034 0.047
F -0.091 0.174 0.423
C -0.808 -0.482 0.001
C 0.115 0.115 -0.153
C 0.099 -0.075 0.347
C -0.037 -0.006 -0.043
C 0.024 0.126 -0.292
C 0.137 0.030 0.126
H 0.018 -0.011 0.070
H 0.086 0.036 0.088
H 0.110 0.069 0.010
H 0.074 0.066 -0.085
H -0.016 0.037 -0.064
F 0.167 -0.115 -0.122
C -0.345 0.489 0.765
C -0.089 -0.098 -0.183
C 0.355 -0.027 0.159
C -0.019 -0.004 -0.015
C -0.268 -0.060 -0.157
C 0.181 -0.053 -0.077
H 0.028 -0.002 0.039
H 0.268 -0.120 -0.080
H 0.051 -0.063 -0.087
H -0.046 -0.070 -0.099
H -0.066 0.004 -0.034

Structure (SMILES) ... CCOB(O)c1cc(CCCO)c2nsnc2c1CCF.Fc1ccccc1.Fc1ccccc1.Fc1ccccc1.Fc1ccccc1.Fc1ccccc1.Fc1ccccc1
Total charge ... 0
Frontier orbital gap ... 7.208 eV
Spin multiplicity ... 1
E ... -91243.8325 eV

[2]
ORCA calculation (the ωB97M-V functional and the def2-TZVPD basis) on a molecular structure, C49H49AsFN4O3PPt.

Each line ends with the Mulliken charge.
Atoms and positions in Å:
Pt: -0.58967 0.05232 -0.40732  3.0816
F: 5.30994 -3.52427 0.13565  -0.3592
C: 4.07478 -4.05820 -0.04234  0.4869
C: 3.01426 -3.21503 -0.17119  -1.0575
C: 1.73732 -3.72635 -0.43238  0.6975
C: 0.59030 -2.82266 -0.52539  1.6914
O: 0.79277 -1.59786 -0.27551  -1.2527
C: -0.63378 -3.41372 -0.91657  -0.4280
C: -0.68902 -4.77778 -1.05048  -0.3987
N: 0.33662 -5.62225 -0.87446  0.3198
C: 0.11743 -7.05886 -0.93697  -0.2985
C: 0.68985 -7.83450 -2.08744  -0.3638
C: -0.78847 -7.60171 -1.99229  -1.0169
C: 1.58882 -5.11076 -0.56672  -0.1962
C: 2.68475 -5.95947 -0.36676  -1.2897
C: 3.94511 -5.45717 -0.10723  -0.1531
N: 5.01773 -6.34870 0.09936  0.1191
C: 5.27656 -7.40644 -0.85661  -0.6704
C: 6.38745 -7.01242 -1.82075  -0.7849
N: 7.62801 -6.69264 -1.02196  -0.1202
C: 7.37886 -5.60977 0.00379  -0.6076
C: 6.19761 -6.01503 0.87386  -0.9407
C: -1.94739 -2.70137 -1.20092  0.2428
O: -2.84603 -3.36688 -1.68091  -0.7262
O: -2.04459 -1.46761 -0.84450  -0.7486
H: 3.15743 -2.14543 -0.09733  0.5512
H: -1.64138 -5.21148 -1.32357  0.7537
H: 0.11154 -7.52612 0.03962  0.4220
H: 1.06806 -8.82743 -1.88398  0.2957
H: 1.22992 -7.28423 -2.84710  0.2219
H: -1.43450 -8.42493 -1.72479  0.2737
H: -1.22369 -6.90206 -2.69257  0.3488
H: 2.53843 -7.02956 -0.38629  0.8778
H: 4.38498 -7.63597 -1.43375  0.4018
H: 5.56715 -8.31735 -0.32025  0.3316
H: 6.12295 -6.11336 -2.37503  0.3458
H: 6.62980 -7.81199 -2.51862  0.4419
H: 8.38428 -6.41054 -1.64577  0.3489
H: 7.94127 -7.54051 -0.54374  0.3788
H: 7.17526 -4.69165 -0.54055  0.4354
H: 8.28845 -5.48770 0.58948  0.3642
H: 5.98684 -5.21781 1.57866  0.4625
H: 6.47640 -6.89868 1.46140  0.3815
C: -0.01811 0.75655 5.83504  -1.7453
C: -0.12929 0.65732 4.34276  1.0381
C: -1.30233 0.97904 3.67595  -0.7239
C: -1.35884 0.90631 2.29980  -0.0110
N: -0.30506 0.52613 1.56863  -0.6457
C: 0.83662 0.19266 2.19421  -0.2789
C: 0.95177 0.24636 3.56476  -0.7849
H: -0.92917 1.15080 6.27991  0.3287
H: 0.81407 1.40571 6.10992  0.3797
H: 0.18039 -0.22466 6.26874  0.4512
H: -2.18176 1.29306 4.22206  0.6153
H: -2.26021 1.15832 1.75658  0.2305
H: 1.65803 -0.11640 1.56563  0.4460
H: 1.89098 -0.02801 4.02755  0.4532
C: -0.80211 3.36118 -0.05545  -0.7019
C: -1.48119 4.71636 -0.29626  -1.5302
As: -3.12988 4.89007 0.80426  0.7273
C: -3.54422 6.73333 0.34844  0.2025
C: -3.51487 7.15130 -0.97971  -0.2171
C: -3.88319 8.44714 -1.31861  -0.6595
C: -4.29652 9.33135 -0.33292  -0.4703
C: -4.34562 8.91570 0.99068  -0.6373
C: -3.97749 7.62089 1.32997  -0.5102
C: -2.16024 5.17454 2.47727  -0.0795
C: -1.27245 6.23388 2.67104  -0.2588
C: -0.57144 6.35542 3.86143  -0.7777
C: -0.74885 5.41781 4.87421  -0.5463
C: -1.62921 4.36372 4.69195  -0.5665
C: -2.33167 4.24497 3.49600  -0.3439
P: -1.38318 1.98229 -1.07817  -0.4565
C: -3.16907 2.06625 -1.23085  0.7747
C: -3.94749 1.11854 -0.57333  -0.4194
C: -5.33295 1.20601 -0.62490  -1.0152
C: -5.93737 2.23149 -1.33469  -0.6900
C: -5.16252 3.15466 -2.03106  -0.6846
C: -3.78373 3.06789 -1.98860  -0.2474
C: -0.70744 2.16529 -2.73104  0.6128
C: -1.44618 1.72408 -3.83279  -0.3491
C: -0.89405 1.78006 -5.10253  -0.7827
C: 0.39791 2.25593 -5.27939  -0.4888
C: 1.14754 2.67228 -4.18627  -0.7652
C: 0.60351 2.61730 -2.91357  -0.3910
H: -0.91547 3.04657 0.98568  0.1541
H: 0.27543 3.41634 -0.22731  0.4495
H: -1.69075 4.87783 -1.35295  0.7689
H: -0.80578 5.50949 0.02301  0.9358
H: -3.20499 6.46858 -1.76296  0.2253
H: -3.85003 8.76424 -2.35323  0.4062
H: -4.58836 10.33965 -0.59638  0.3821
H: -4.67268 9.60095 1.76223  0.3927
H: -4.02416 7.30687 2.36602  0.4423
H: -1.13994 6.97847 1.89416  0.4336
H: 0.10798 7.18594 4.00498  0.4140
H: -0.20921 5.52066 5.80732  0.4058
H: -1.78245 3.64268 5.48667  0.4544
H: -3.03679 3.43177 3.36045  0.5929
H: -3.47700 0.29314 -0.05389  0.2606
H: -5.93670 0.45955 -0.12619  0.4709
H: -7.01692 2.30150 -1.36934  0.4288
H: -5.63685 3.93674 -2.60952  0.4534
H: -3.18620 3.77122 -2.55674  0.5432
H: -2.45082 1.34517 -3.69693  0.4494
H: -1.47564 1.45403 -5.95463  0.4437
H: 0.82699 2.29295 -6.27235  0.4178
H: 2.15442 3.04320 -4.32619  0.4385
H: 1.20040 2.93546 -2.06833  0.2917

Atomic forces in eV per Å
Pt -0.018 -0.884 0.267
F -0.001 0.003 0.010
C 0.043 -0.002 -0.025
C -0.028 0.053 0.024
C -0.021 0.040 0.132
C 0.078 0.194 -0.103
O -0.121 -0.175 0.284
C 0.024 -0.102 -0.050
C -0.014 0.047 -0.014
N 0.068 -0.060 0.020
C 0.059 0.104 0.005
C 0.029 -0.070 -0.050
C -0.051 0.021 -0.060
C -0.063 -0.071 -0.062
C -0.049 -0.077 -0.010
C 0.052 -0.091 0.112
N 0.083 0.070 -0.108
C -0.014 0.099 0.081
C 0.003 -0.032 -0.004
N -0.112 0.086 0.010
C 0.025 0.039 0.037
C -0.125 -0.065 -0.036
C -0.033 0.078 0.120
O -0.002 0.041 0.007
O -0.062 0.171 -0.820
H -0.006 -0.019 -0.011
H -0.008 -0.008 0.030
H -0.038 -0.004 0.013
H 0.002 0.017 0.014
H -0.037 0.040 0.021
H 0.030 0.008 0.038
H 0.021 -0.015 -0.004
H 0.001 0.018 -0.005
H -0.003 -0.008 -0.002
H -0.048 -0.036 -0.017
H 0.045 0.036 -0.001
H 0.058 -0.003 0.013
H 0.026 -0.010 -0.010
H 0.028 -0.019 -0.005
H -0.005 -0.026 -0.076
H 0.029 -0.044 -0.026
H 0.008 0.008 0.024
H -0.016 0.008 0.023
C 0.027 -0.040 -0.058
C 0.046 0.008 0.138
C -0.072 -0.021 -0.022
C -0.004 0.006 0.064
N 0.695 0.413 -0.147
C -0.068 0.115 0.124
C 0.012 -0.009 0.002
H 0.003 -0.008 -0.008
H -0.013 0.016 0.000
H -0.012 -0.004 0.001
H 0.023 -0.010 -0.019
H -0.004 0.009 0.027
H -0.026 -0.012 -0.036
H 0.001 0.034 -0.013
C -0.053 0.214 -0.002
C 0.158 -0.075 0.105
As -0.016 -0.110 0.007
C -0.028 0.039 -0.034
C 0.006 0.052 0.028
C -0.009 -0.040 0.004
C -0.006 -0.005 0.004
C -0.004 -0.026 0.002
C -0.002 0.048 -0.040
C 0.078 0.042 -0.004
C 0.022 -0.050 0.062
C -0.034 -0.015 -0.036
C 0.006 0.003 -0.010
C -0.014 -0.009 -0.035
C 0.015 0.048 0.063
P -0.532 -0.181 0.313
C -0.057 0.002 -0.144
C -0.045 0.056 0.051
C 0.006 0.030 -0.011
C 0.020 -0.008 -0.024
C -0.025 -0.012 0.019
C -0.011 -0.007 0.004
C 0.177 -0.095 -0.146
C 0.055 0.048 0.041
C 0.012 -0.003 -0.002
C 0.016 -0.025 -0.002
C -0.021 -0.010 0.009
C -0.088 0.050 -0.054
H 0.005 0.080 -0.015
H 0.015 0.016 0.025
H -0.045 -0.002 0.014
H 0.004 0.041 -0.051
H 0.001 0.025 -0.012
H -0.001 -0.006 0.011
H 0.019 -0.010 0.006
H -0.005 -0.012 -0.009
H 0.015 0.012 0.008
H -0.005 0.004 0.002
H -0.007 -0.008 0.003
H -0.011 0.002 -0.015
H -0.006 0.021 -0.001
H -0.035 0.015 0.001
H -0.006 -0.017 -0.029
H 0.005 0.020 0.015
H 0.016 -0.003 -0.002
H 0.003 -0.010 0.010
H -0.014 -0.003 0.020
H -0.003 0.003 -0.001
H 0.015 -0.012 0.009
H -0.016 0.034 0.008
H -0.010 -0.016 0.000
H -0.006 0.007 -0.005

Total charge ... +2
Frontier orbital gap ... 6.727 eV
Spin multiplicity ... 1
E ... -139789.9245 eV

What is the frontier orbital gap in the second record? 6.727 eV

Look up the total charge of the first one. 0

Among the records above, which one has the lowest total charge? C49H48BF7N2O3S

The highest frontier orbital gap belongs to which entry? C49H48BF7N2O3S